i) {"formula": "C6H11NO", "method": "ωB97M-V/def2-TZVPD", "lumo_ev": 0.89, "homo_ev": -9.39, "charge": 0, "homo_lumo_gap_ev": 10.3, "smiles": "C[C@H]1N=COC1(C)C", "symbols": ["C", "C", "N", "C", "O", "C", "C", "C", "H", "H", "H", "H", "H", "H", "H", "H", "H", "H", "H"], "coordinates": [[0.107, -2.035, -0.048], [-0.321, -0.714, -0.767], [-1.757, -0.671, -0.872], [-2.111, 0.391, -0.284], [-1.190, 1.214, 0.226], [0.074, 0.621, 0.053], [0.614, 0.440, 1.502], [1.011, 1.495, -0.761], [-0.664, -2.844, 0.193], [0.454, -1.674, 0.933], [0.956, -2.476, -0.531], [0.210, -0.721, -1.754], [-3.256, 0.554, -0.165], [0.673, 1.380, 2.086], [1.667, 0.133, 1.360], [0.062, -0.473, 1.875], [0.950, 2.508, -0.295], [0.451, 1.667, -1.741], [2.068, 1.203, -1.009]], "nbo_charge": [-0.621, -0.098, -0.482, 0.380, -0.504, 0.239, -0.638, -0.649, 0.231, 0.201, 0.209, 0.199, 0.200, 0.235, 0.207, 0.217, 0.220, 0.215, 0.236]}

---

ii) {"formula": "C6H11NO", "method": "ωB97M-V/def2-TZVPD", "lumo_ev": 0.98, "homo_ev": -8.34, "charge": 0, "homo_lumo_gap_ev": 9.3, "smiles": "C/C=C(/C)[C@H]1O[C@@H]1N", "symbols": ["C", "C", "C", "C", "C", "O", "C", "N", "H", "H", "H", "H", "H", "H", "H", "H", "H", "H", "H"], "coordinates": [[1.372, -1.866, -0.422], [1.618, -0.444, -0.041], [0.759, 0.573, -0.056], [1.189, 1.955, 0.363], [-0.672, 0.523, -0.430], [-1.220, -0.531, -1.207], [-1.640, -0.543, 0.103], [-2.996, -0.254, 0.380], [1.217, -2.472, 0.474], [0.496, -1.968, -1.056], [2.235, -2.267, -0.948], [2.622, -0.241, 0.313], [1.235, 2.613, -0.507], [2.172, 1.931, 0.828], [0.479, 2.386, 1.070], [-1.103, 1.490, -0.684], [-1.259, -1.360, 0.715], [-3.368, 0.455, -0.241], [-3.138, 0.018, 1.346]], "nbo_charge": [-0.661, -0.171, -0.046, -0.622, -0.007, -0.483, 0.248, -0.840, 0.211, 0.238, 0.215, 0.189, 0.213, 0.217, 0.208, 0.179, 0.173, 0.369, 0.370]}

---

iii) {"formula": "C6H11NO", "method": "ωB97M-V/def2-TZVPD", "lumo_ev": 0.93, "homo_ev": -9.11, "charge": 0, "homo_lumo_gap_ev": 10.0, "smiles": "C/C=C/C[C@H](N)C=O", "symbols": ["C", "C", "C", "C", "C", "N", "C", "O", "H", "H", "H", "H", "H", "H", "H", "H", "H", "H", "H"], "coordinates": [[-0.820, 0.111, -3.528], [-0.174, 0.231, -2.183], [-0.567, 0.887, -1.100], [0.141, 0.838, 0.203], [-0.417, -0.144, 1.229], [-0.360, 0.490, 2.577], [0.616, -1.310, 1.212], [1.667, -1.205, 1.769], [-0.411, 0.799, -4.272], [-0.667, -0.887, -3.944], [-1.892, 0.321, -3.567], [0.777, -0.307, -2.203], [-1.492, 1.456, -1.200], [1.212, 0.723, -0.032], [0.311, 1.861, 0.581], [-1.436, -0.431, 0.996], [-0.891, -0.049, 3.233], [0.635, 0.520, 2.786], [0.349, -2.179, 0.583]], "nbo_charge": [-0.649, -0.170, -0.192, -0.464, -0.157, -0.826, 0.445, -0.532, 0.221, 0.216, 0.212, 0.183, 0.195, 0.223, 0.242, 0.208, 0.359, 0.373, 0.112]}

---

Q: Which of them is the least stable? A: ii).

---

i) {"formula": "C6H11NO", "method": "ωB97M-V/def2-TZVPD", "lumo_ev": [0.84, 0.84], "homo_ev": [-6.43, -6.43], "charge": 0, "homo_lumo_gap_ev": [7.3, 7.3], "symbols": ["C", "C", "C", "C", "C", "C", "N", "O", "H", "H", "H", "H", "H", "H", "H", "H", "H", "H", "H"], "coordinates": [[0.610, -0.314, -0.354], [0.301, 0.738, 0.466], [0.779, -0.554, 1.107], [2.081, 1.638, 0.182], [-2.743, -0.845, 0.352], [-1.609, -0.313, -0.510], [1.054, -0.729, -1.553], [-1.825, 0.098, -1.632], [-0.330, 1.593, 0.624], [1.268, -1.709, -1.664], [0.593, -0.307, -2.352], [1.773, -0.589, 1.538], [0.059, -1.213, 1.582], [1.890, 2.306, -0.655], [2.937, 0.992, 0.001], [2.188, 2.153, 1.135], [-2.603, -1.918, 0.512], [-2.706, -0.358, 1.330], [-3.720, -0.669, -0.110]], "nbo_charge": [0.270, -0.177, -0.445, -0.694, -0.751, 0.451, -0.787, -0.617, 0.242, 0.392, 0.412, 0.216, 0.219, 0.196, 0.198, 0.195, 0.233, 0.224, 0.221]}

---

ii) {"formula": "C6H11NO", "method": "ωB97M-V/def2-TZVPD", "lumo_ev": 0.31, "homo_ev": -8.56, "charge": 0, "homo_lumo_gap_ev": 8.9, "symbols": ["C", "C", "C", "C", "C", "C", "H", "H", "H", "H", "H", "H", "H", "H", "H", "H", "H", "N", "O"], "coordinates": [[0.357, -1.841, -1.450], [0.342, 0.470, -0.733], [1.643, 0.746, -1.382], [-0.264, 1.327, 0.068], [-1.269, 0.764, 1.128], [-1.423, -0.368, 2.172], [-0.682, -2.237, -2.552], [0.441, -3.032, -0.459], [1.538, -1.254, -2.018], [1.905, 1.619, -0.934], [1.408, 1.086, -2.400], [2.390, -0.165, -1.624], [0.500, 2.168, 0.355], [-2.330, 0.971, 0.791], [-0.542, -1.154, 2.158], [-2.429, -0.719, 2.500], [-0.166, 1.287, 2.777], [-1.231, 1.060, 2.563], [-0.184, -0.727, -0.961]], "nbo_charge": [-0.224, 0.353, -0.682, -0.316, -0.104, -0.268, 0.174, 0.196, 0.166, 0.235, 0.231, 0.235, 0.212, 0.181, 0.196, 0.213, 0.340, -0.583, -0.556]}

---

iii) {"formula": "C6H11NO", "method": "ωB97M-V/def2-TZVPD", "lumo_ev": 0.85, "homo_ev": -8.35, "charge": 0, "homo_lumo_gap_ev": 9.2, "smiles": "CC1=C(CO)CNC1", "symbols": ["C", "C", "C", "C", "O", "C", "N", "C", "H", "H", "H", "H", "H", "H", "H", "H", "H", "H", "H"], "coordinates": [[0.875, -1.148, 1.516], [-0.137, -0.631, 0.531], [0.132, 0.202, -0.499], [1.358, 1.043, -0.770], [2.201, 1.232, 0.324], [-1.119, 0.475, -1.220], [-1.992, -0.625, -0.797], [-1.557, -0.902, 0.612], [1.840, -1.103, 1.034], [0.696, -2.113, 1.979], [1.140, -0.509, 2.396], [0.984, 2.040, -1.125], [2.029, 0.766, -1.634], [1.710, 1.596, 1.079], [-1.002, 0.632, -2.286], [-1.557, 1.439, -0.837], [-2.962, -0.361, -0.959], [-2.043, -0.211, 1.356], [-1.810, -1.900, 0.970]], "nbo_charge": [-0.660, 0.014, -0.049, -0.082, -0.712, -0.245, -0.605, -0.251, 0.243, 0.219, 0.214, 0.162, 0.198, 0.468, 0.201, 0.153, 0.362, 0.168, 0.202]}

---

Q: Which of them is the least stable? A: ii).